(1)
The ion C4H6N with charge +1. Source: the Open Molecules 2025 dataset; level of theory: ωB97M-V/def2-TZVPD.

Calculated values
Frontier orbital gap: 0.3308 Eh
LUMO energy: -5.90 eV
Energy relative to the best compared isomer or geometry (same formula, charge and spin): 43.2 kcal per mole
E_tot: -210.3872 hartree
Multiplicity: 1
Net charge: +1
F_max: 0.10726 Eh/bohr
SMILES string: C=[N+]=C=CC
HOMO: -14.9 eV

The geometry in XYZ format:
```
11
Properties=species:S:1:pos:R:3:nbo_charge:R:1
C -0.0918 -2.1242 1.8375 0.08
N -0.1665 -1.0971 1.1132 -0.29
C -0.1441 -0.3736 0.1024 0.42
C -0.1178 0.4736 -0.9560 -0.11
C 0.3820 1.7903 -1.1807 -0.65
H -0.7094 -2.9395 1.7861 0.23
H 0.6004 -2.1312 2.7010 0.24
H -0.8469 0.0248 -1.6414 0.28
H -0.4163 2.3624 -0.6648 0.28
H 0.2321 2.0111 -2.3291 0.27
H 1.2784 2.0034 -0.7681 0.26
```


(2)
A structure of composition C9H17N6O14P2PtS2. Source: the Open Molecules 2025 dataset; level of theory: ωB97M-V/def2-TZVPD.

Calculated values
Frontier orbital gap: 0.3034 Eh
LUMO energy: -2.91 eV
Energy relative to the best compared isomer or geometry (same formula, charge and spin): 45.5 kcal per mole
E_tot: -3333.2152 hartree
Multiplicity: 1
Net charge: +1
F_max: 0.02613 Eh/bohr
HOMO: -11.2 eV

The geometry in XYZ format:
```
51
Properties=species:S:1:pos:R:3:nbo_charge:R:1
Pt -1.1422 -1.3530 -0.3065 1.04
O 3.2608 1.9226 -1.7591 -0.85
S 2.1472 1.8589 -0.8858 2.38
O 2.2116 1.1542 0.3418 -0.87
O 0.9639 -0.9967 1.8076 -0.55
C 1.4313 3.4537 -0.6890 -0.34
C 1.9718 4.4662 0.0984 0.34
C 1.3355 5.7025 0.0887 -0.26
C 0.2172 5.9250 -0.6979 -0.14
C -0.3105 4.9282 -1.5093 -0.21
C 0.3246 3.7036 -1.4746 -0.32
S -0.0504 2.3616 -2.5234 2.40
O -1.4256 1.9625 -2.4265 -0.94
O 0.5351 2.5564 -3.7985 -0.86
O 0.8020 1.2741 -1.6757 -0.89
H 3.3801 4.9377 1.3088 0.50
H 1.7280 6.4999 0.7078 0.23
H -0.2555 6.8970 -0.6739 0.24
H -1.1727 5.1010 -2.1354 0.25
N 0.4939 -1.4968 4.1037 -0.73
C -0.0039 -1.5117 2.6499 -0.29
C 2.2464 -1.6370 1.6950 -0.28
P -1.3780 -0.1366 2.5977 1.39
O -2.6389 -1.0246 3.1087 -1.01
O 3.0721 4.1734 0.8077 -0.63
O -1.5063 0.0502 1.0438 -1.09
P -0.5172 -3.2521 2.2656 2.33
O -1.3457 -3.5637 3.6345 -1.03
O 0.6380 -4.1596 2.1609 -1.11
O -1.5353 -3.0578 1.1576 -1.16
H 0.7439 -0.5436 4.3811 0.44
H 1.2951 -2.1213 4.2225 0.44
H -0.2700 -1.8458 4.6902 0.46
H 2.8277 -1.4862 2.6104 0.15
H 2.7456 -1.1052 0.8902 0.23
H 2.1443 -2.6960 1.4709 0.23
H -2.8028 -1.8413 2.6081 0.51
H -1.1707 -4.4663 3.9331 0.52
N -2.3913 -0.5596 -1.7465 -0.61
N -2.4748 -1.4953 -2.8055 -0.43
C -1.6024 -2.5411 -2.8573 0.64
N -1.6104 -3.3043 -3.9380 -0.75
N -0.8105 -2.6540 -1.7893 -0.48
N 0.2094 -3.6103 -1.6962 0.65
O 0.9421 -3.4478 -0.7618 -0.31
O 0.3294 -4.4435 -2.5769 -0.41
H -3.2946 -0.4919 -1.2851 0.42
H -2.0790 0.3554 -2.0914 0.45
H -2.9581 -1.1999 -3.6397 0.41
H -2.2539 -3.1342 -4.6913 0.42
H -0.9963 -4.1069 -3.9505 0.46
```


(3)
A cluster of 2 separate species, C4H8N2O in total. Source: the Open Molecules 2025 dataset; level of theory: ωB97M-V/def2-TZVPD.

Calculated values
Frontier orbital gap: 0.3470 Eh
LUMO energy: 0.75 eV
Energy relative to the best compared isomer or geometry (same formula, charge and spin): 36.4 kcal per mole
E_tot: -341.9457 hartree
Multiplicity: 1
Net charge: 0
F_max: 0.04275 Eh/bohr
SMILES string: Cc1c[nH]cn1.O
HOMO: -8.7 eV

The geometry in XYZ format:
```
15
Properties=species:S:1:pos:R:3:nbo_charge:R:1
C -0.3362 1.3034 -1.3533 -0.65
C -0.2610 -0.0491 -0.7540 0.11
C 0.8284 -0.8840 -0.5223 -0.17
N 0.4009 -1.7380 0.4684 -0.54
C -0.9503 -1.5700 0.5934 0.18
N -1.3965 -0.5357 -0.0608 -0.45
H -0.5425 2.0703 -0.6036 0.25
H -1.0641 1.4426 -2.1486 0.22
H 0.6566 1.5837 -1.7218 0.21
H 1.5689 -1.0871 -1.2783 0.23
H 0.7995 -2.6532 0.5888 0.40
H -1.4151 -2.3585 1.1683 0.19
O 0.3373 1.7515 1.7084 -0.95
H 0.6625 0.9359 1.3065 0.48
H 0.7117 1.7881 2.6088 0.47
```